{
  "formula": "BH30O13",
  "method": "ωB97M-V with the def2-TZVPD basis set",
  "relative_energy_ev": 1.086,
  "homo_ev": -7.496,
  "total_charge": -1,
  "gap_ev": 9.7,
  "species": ["B", "H", "H", "H", "H", "O", "H", "H", "O", "H", "H", "O", "H", "H", "O", "H", "H", "O", "H", "H", "O", "H", "H", "O", "H", "H", "O", "H", "H", "O", "H", "H", "O", "H", "H", "O", "H", "H", "O", "H", "H", "O", "H", "H"],
  "coordinates": [[0.039, 0.411, -0.310], [1.088, -0.157, -0.225], [-0.027, 1.249, 0.570], [0.106, 0.911, -1.411], [-0.917, -0.326, -0.242], [1.528, 3.605, 1.680], [2.095, 3.531, 0.941], [0.937, 2.836, 1.545], [-1.056, -3.383, -0.929], [-0.465, -3.200, -0.214], [-1.981, -3.018, -0.804], [1.360, -3.064, 0.344], [1.613, -2.806, -0.521], [1.051, -2.286, 0.829], [-0.072, -1.788, -2.966], [0.175, -0.916, -2.868], [-0.482, -2.213, -2.143], [-1.979, 0.467, 2.641], [-1.673, 0.044, 3.413], [-1.331, 0.349, 1.921], [-3.228, 0.808, -1.781], [-2.485, 0.364, -1.348], [-3.830, 0.199, -2.290], [-2.483, -2.646, 1.893], [-1.789, -2.036, 2.109], [-2.582, -2.463, 0.944], [-3.405, -2.346, -0.738], [-3.613, -2.529, -1.652], [-3.640, -1.497, -0.515], [3.444, 0.193, -2.711], [3.166, -0.728, -2.681], [2.598, 0.665, -2.784], [4.066, 0.033, 0.290], [3.297, 0.184, -0.231], [4.571, 0.814, 0.187], [-1.129, 3.209, 3.015], [-1.589, 2.421, 2.719], [-0.899, 3.706, 2.298], [2.244, 0.499, 2.364], [1.423, 0.192, 2.034], [2.906, 0.524, 1.694], [1.097, 3.688, -1.067], [1.296, 3.674, -1.968], [0.554, 2.836, -1.015]],
  "forces_ev_per_angstrom": [[0.1, 0.3, 0.0], [0.4, -0.6, 0.3], [-0.1, 0.2, 0.1], [-0.3, 0.4, -0.4], [-0.3, -0.4, 0.0], [-1.3, -0.5, 1.2], [0.9, 0.1, -1.4], [0.5, 0.4, 0.5], [-1.7, -0.1, -1.6], [0.5, 0.1, 1.0], [2.0, -0.5, 0.4], [-0.5, -0.7, 1.8], [0.3, 0.8, -1.2], [0.5, 0.2, -0.5], [-1.2, -3.8, -0.1], [0.4, 2.8, 1.1], [0.8, 0.9, -1.0], [-0.6, 0.7, -1.8], [0.8, -0.7, 1.3], [-0.1, 0.1, 0.3], [-1.4, -0.3, -0.6], [0.0, -0.3, -0.4], [1.5, 0.7, 1.0], [-0.3, -0.2, -0.7], [0.5, 0.5, 0.5], [-0.2, -0.5, 0.6], [0.1, -3.1, -0.6], [-0.2, 0.2, -0.3], [-1.0, 3.3, 0.5], [-0.5, 0.3, -0.1], [0.1, -0.1, 0.0], [0.3, -0.1, 0.1], [0.3, -1.2, 1.0], [-1.1, 0.1, -1.0], [0.9, 1.2, -0.3], [-0.9, -1.7, 3.3], [-0.1, -0.3, -0.1], [1.0, 2.0, -3.0], [0.2, 0.5, 2.4], [-0.8, -0.3, -1.0], [0.5, -0.4, -1.0], [-1.5, -1.8, 1.7], [0.7, 0.3, -2.4], [0.8, 1.3, 0.4]],
  "nbo_charge": [-0.7512, -0.0593, -0.0640, -0.0494, -0.0727, -0.9481, 0.4674, 0.4784, -1.0048, 0.4958, 0.4809, -0.9493, 0.4828, 0.4862, -1.0128, 0.4669, 0.5074, -0.9664, 0.4728, 0.5032, -0.9683, 0.5053, 0.4625, -0.9366, 0.4591, 0.4689, -0.9404, 0.4984, 0.4980, -0.9474, 0.4758, 0.4740, -0.9379, 0.4879, 0.4679, -0.9608, 0.4861, 0.4654, -0.9690, 0.4683, 0.4832, -0.9598, 0.4525, 0.5030]
}